Computed, not measured: a molecular structure, C34H36N6O5SbSe4Tl in a non-equilibrium geometry, with ωB97M-V/def2-TZVPD.

```
87
Properties=species:S:1:pos:R:3
Tl 0.58192 0.81723 -1.17332
N 1.64584 3.40536 -1.67383
C 2.41733 3.62454 -0.46137
C 1.47564 3.70361 0.74625
N 0.97176 2.39374 1.14839
C 1.47271 1.90864 2.42508
C 2.90405 1.34064 2.37875
N 3.11171 0.15371 1.58738
H 2.25803 3.21546 -2.45755
H 1.08093 4.21705 -1.91393
H 3.01017 4.55570 -0.49322
H 3.08140 2.76652 -0.34292
H 0.64012 4.35466 0.46145
H 2.00593 4.17993 1.58461
H -0.04156 2.39574 1.19280
H 0.80038 1.11305 2.75651
H 1.45910 2.71226 3.18740
H 3.16782 1.09964 3.42143
H 3.60439 2.11237 2.04112
H 2.33679 -0.49268 1.71479
H 3.13029 0.37193 0.59188
C -5.67604 4.44206 3.84938
O -4.63784 3.67708 4.40275
C -4.74114 2.30565 4.31668
C -3.59222 1.58386 4.63992
C -3.57493 0.21344 4.52591
C -4.71229 -0.49421 4.11210
C -5.87982 0.23416 3.87744
C -5.89020 1.61452 3.95459
N -4.74085 -1.87755 4.10638
N -3.90249 -2.63200 3.55655
C -2.94515 -2.25680 2.66759
C -1.81235 -3.08954 2.64031
C -0.66663 -2.74897 1.97268
C -0.54628 -1.54411 1.23267
O 0.51343 -1.22988 0.63052
C -1.74974 -0.72356 1.15610
N -1.68673 0.36347 0.37914
C -2.77635 1.04200 0.11693
C -4.04151 0.63042 0.53563
C -4.12452 -0.45856 1.36871
C -2.95386 -1.12105 1.78683
H -5.35444 5.47935 3.93931
H -6.61620 4.30321 4.39758
H -5.84119 4.20516 2.79211
H -2.70842 2.12185 4.95175
H -2.67316 -0.33910 4.74982
H -6.77309 -0.29059 3.57123
H -6.80082 2.14141 3.71008
H -1.85341 -3.99252 3.23517
H 0.19908 -3.39585 2.00533
H -2.65744 1.92636 -0.49705
H -4.91640 1.14814 0.17544
H -5.09223 -0.83644 1.66934
O 1.34868 -1.65309 -2.02363
C 2.69980 -1.81937 -2.44909
C 3.68073 -0.66157 -1.88814
O 4.87282 -0.83251 -2.09731
O 3.12030 0.29791 -1.32119
C 2.65748 -1.70692 -3.95931
C 3.01052 -0.52838 -4.60449
C 2.98816 -0.45367 -5.98741
C 2.60272 -1.55088 -6.73751
C 2.19816 -2.71222 -6.09940
C 2.22362 -2.78731 -4.71873
C 3.31982 -3.09152 -1.95360
C 3.01947 -3.59493 -0.68880
C 3.66153 -4.71926 -0.20530
C 4.62949 -5.35357 -0.96546
C 4.97715 -4.82584 -2.19754
C 4.33181 -3.70648 -2.68811
H 1.29009 -1.81550 -1.06480
H 3.31316 0.33250 -4.02703
H 3.28172 0.46463 -6.48108
H 2.61132 -1.50118 -7.81923
H 1.86919 -3.56369 -6.68275
H 1.91147 -3.69466 -4.21980
H 2.29524 -3.09143 -0.06247
H 3.41592 -5.09301 0.78076
H 5.13187 -6.23368 -0.58654
H 5.76279 -5.28420 -2.78490
H 4.61835 -3.29682 -3.64576
Se -4.20896 3.29324 -2.58616
Sb -2.12177 2.76295 -3.70477
Se -0.68137 4.60129 -4.35894
Se -2.51469 1.08338 -5.65851
Se -1.20612 0.38529 -3.76353
```

The HOMO energy is -2.73 eV. The HOMO-LUMO gap comes out at 6.18 eV. The net charge is -2.

Results of the Mulliken charge analysis, in e, for atoms 1 through 6:
1. Tl 1.07
2. N -0.24
3. C -0.51
4. C -0.87
5. N 0.34
6. C -0.76

---

Computed, not measured: 5 unconnected molecules or ions with the total composition C34H37BNO6 in a non-equilibrium geometry, with ωB97M-V/def2-TZVPD.

```
79
Properties=species:S:1:pos:R:3
C -2.35689 -1.85031 0.77988
O -3.81641 -1.81769 0.69393
B -4.17398 -1.01715 -0.33577
O -3.89159 -1.43681 -1.62578
C -4.92534 0.39556 -0.19635
C -5.91051 0.66719 -1.09925
N -6.56912 1.82291 -1.08749
C -6.29028 2.76663 -0.19328
C -5.35031 2.54977 0.75128
C -4.64150 1.35867 0.77989
C -3.61490 1.17182 1.87240
O -4.02299 1.16792 3.00785
O -2.28683 1.04484 1.62794
C -1.63652 2.22293 1.10456
C -1.64031 2.21740 -0.41918
O -1.00332 1.04474 -0.91959
C -0.94941 1.05284 -2.30168
O -0.42561 1.93241 -2.91840
H -1.93746 -1.02696 0.19034
H -2.10999 -1.60215 1.81181
H -1.91940 -2.79175 0.45393
H -3.49097 -0.73347 -2.14760
H -6.18833 -0.05492 -1.85822
H -7.27142 1.97547 -1.80206
H -6.83214 3.70182 -0.24150
H -5.16940 3.32755 1.48297
H -2.01376 3.15947 1.52318
H -0.58980 2.12946 1.40485
H -1.07827 3.09099 -0.77304
H -2.67045 2.33907 -0.78507
H -1.38742 0.16185 -2.78238
C -3.80395 -2.33579 5.28454
C -2.91308 -1.48295 4.64735
C -1.55679 -1.78051 4.63323
C -1.09161 -2.93555 5.24741
C -1.98349 -3.78984 5.88096
C -3.33874 -3.48820 5.90327
H -4.86119 -2.10255 5.29912
H -3.27307 -0.58569 4.16312
H -0.86022 -1.11006 4.14233
H -0.03395 -3.16912 5.23253
H -1.62196 -4.69114 6.35907
H -4.03257 -4.15229 6.40245
C 1.46090 -4.30498 1.94644
C 2.53751 -4.63813 1.13534
C 3.07157 -3.69604 0.26547
C 2.53527 -2.41634 0.21204
C 1.46133 -2.08267 1.02515
C 0.92176 -3.02760 1.88932
H 1.04252 -5.04023 2.62241
H 2.96086 -5.63329 1.18065
H 3.90712 -3.95901 -0.37033
H 2.95486 -1.67932 -0.46213
H 1.04348 -1.08219 0.98536
H 0.08115 -2.76633 2.51965
C 4.56072 2.83856 -0.34435
C 3.81628 2.74560 -1.51250
C 2.51551 2.26201 -1.47253
C 1.95493 1.87894 -0.25939
C 2.70100 1.97620 0.90948
C 4.00400 2.45181 0.86673
H 5.57594 3.21260 -0.37798
H 4.25100 3.04973 -2.45662
H 1.94014 2.18485 -2.38462
H 0.94052 1.50577 -0.22320
H 2.26589 1.67852 1.85678
H 4.58548 2.52157 1.77702
C 6.26072 1.00027 -4.35808
C 7.33509 1.15522 -5.22314
C 7.11179 1.37340 -6.57572
C 5.81362 1.44581 -7.06221
C 4.73910 1.29441 -6.19677
C 4.96273 1.06757 -4.84561
H 6.43456 0.82676 -3.30315
H 8.34748 1.10511 -4.84304
H 7.94985 1.48788 -7.25113
H 5.63986 1.62050 -8.11633
H 3.72645 1.35260 -6.57609
H 4.12436 0.94398 -4.17048
```

The HOMO energy is -10.63 eV. The HOMO-LUMO gap comes out at 5.53 eV. The net charge is +1.

Results of the Mulliken charge analysis, in e, for atoms 1 through 6:
1. C -0.14
2. O -0.44
3. B 0.70
4. O -0.58
5. C 0.81
6. C -0.46

---

Computed, not measured: 7 unconnected molecules or ions with the total composition C34H37ClF18O17 in a non-equilibrium geometry, with ωB97M-V/def2-TZVPD.

```
107
Properties=species:S:1:pos:R:3
O 1.45088 -6.73397 2.56237
C 1.02896 -5.61768 2.68446
C -0.38693 -5.21951 2.32768
C -0.51744 -4.04662 1.71290
C -1.83681 -3.42604 1.30842
C -2.36711 -2.71481 2.56391
O -3.11065 -3.23683 3.33564
O -1.92892 -1.42929 2.79140
C 0.73999 -3.24521 1.42503
O 0.92161 -2.66325 0.38962
C 1.76229 -3.28406 2.53945
C 2.52110 -2.03713 2.90528
C 3.55970 -1.64294 1.86620
O 4.37940 -2.34911 1.40097
Cl 3.48837 0.08527 1.36476
C 1.89097 -4.46025 3.14960
H -1.24044 -5.83694 2.57857
H -2.58090 -4.14131 0.99532
H -1.69206 -2.64645 0.55725
H -0.96761 -1.40445 2.85846
H 1.79717 -1.22467 2.98079
H 2.97189 -2.16900 3.88954
H 2.57723 -4.58825 3.98034
C -2.78357 1.12502 7.55591
C -1.59728 2.05186 7.39840
O -0.61747 1.49993 6.49580
C -0.87688 1.65052 5.20633
O -1.82732 2.19077 4.72760
C 0.26977 1.06423 4.37571
F 0.64649 -0.15424 4.79678
F 1.34859 1.85063 4.42754
F -0.07763 0.93406 3.09614
H -2.45443 0.13403 7.87061
H -3.47524 1.52049 8.29861
H -3.31882 1.00624 6.61429
H -1.08719 2.17230 8.35169
H -1.90028 3.04226 7.06121
C -0.41167 3.58418 1.07576
C -1.04017 2.99059 -0.16616
O -0.74994 3.77719 -1.33769
C 0.44519 3.58341 -1.88056
O 1.28613 2.83052 -1.48901
C 0.58931 4.44753 -3.14051
F 0.17463 5.69994 -2.92496
F -0.14397 3.93678 -4.13841
F 1.85417 4.49626 -3.54271
H -0.71986 4.62273 1.20495
H -0.70721 3.01846 1.95709
H 0.67679 3.57448 1.00729
H -2.12401 2.98776 -0.07245
H -0.72201 1.96001 -0.32304
C -0.90415 -9.84872 -2.22873
C -2.29746 -9.27779 -2.38284
O -2.43431 -8.03402 -1.66695
C -1.95066 -6.95913 -2.27128
O -1.41907 -6.92036 -3.33973
C -2.20819 -5.72275 -1.40291
F -1.88742 -5.92617 -0.11564
F -3.49990 -5.37127 -1.43693
F -1.49957 -4.67248 -1.80620
H -0.65071 -9.95632 -1.17355
H -0.84091 -10.82467 -2.70837
H -0.15837 -9.19437 -2.67891
H -3.03188 -9.95047 -1.94541
H -2.56249 -9.13659 -3.43001
C 1.87697 8.17988 3.12344
C 1.95853 6.86699 3.87212
O 1.15584 6.89557 5.06859
C -0.14413 6.69467 4.89971
O -0.70049 6.49808 3.86167
C -0.84978 6.71030 6.26296
F -0.44823 7.74047 7.01277
F -0.58599 5.58420 6.94694
F -2.16732 6.80151 6.12475
H 2.15106 9.00865 3.77708
H 2.54944 8.16867 2.26650
H 0.86506 8.36651 2.76523
H 2.97771 6.68578 4.20656
H 1.66333 6.02626 3.24464
C 0.18339 -1.84942 -3.73024
C 0.02654 -2.75680 -4.93208
O -1.26296 -2.58196 -5.55293
C -1.39067 -1.53167 -6.34551
O -0.54816 -0.71230 -6.57914
C -2.79170 -1.52026 -6.97078
F -3.73563 -1.76050 -6.05570
F -2.88456 -2.46299 -7.91594
F -3.05224 -0.34499 -7.53245
H -0.63429 -2.00550 -3.02565
H 1.12739 -2.04704 -3.22365
H 0.16259 -0.79978 -4.02391
H 0.07088 -3.79837 -4.62070
H 0.82006 -2.59866 -5.66189
C 1.12515 1.58068 -6.67510
C 1.59998 2.08058 -5.32822
O 2.93478 2.62276 -5.39784
C 3.03540 3.86167 -5.85806
O 2.13598 4.56247 -6.21371
C 4.50514 4.30226 -5.83222
F 5.30938 3.35803 -6.33381
F 4.89650 4.54775 -4.57539
F 4.68481 5.41158 -6.54202
H 1.83085 0.85739 -7.08606
H 0.15408 1.10762 -6.58441
H 1.04697 2.40082 -7.39032
H 1.65743 1.25533 -4.62023
H 0.91928 2.82335 -4.91179
```

The HOMO energy is -10.48 eV. The HOMO-LUMO gap comes out at 9.08 eV.

Results of the Mulliken charge analysis, in e, for atoms 1 through 6:
1. O -0.55
2. C -0.17
3. C -0.39
4. C 0.73
5. C -0.77
6. C 0.36